Entry 1:
Below is a structure of composition C45H39NO2ReS4Sb2, with properties calculated with ωB97M-V/def2-TZVPD.

```
94
Properties=species:S:1:pos:R:3
C -2.2185 3.3674 1.9610
H 2.3306 -2.6984 -3.8839
C 2.7021 -2.7264 0.0613
C -1.4359 -0.6223 3.7811
C -0.7418 -1.4037 -3.2259
H 2.3861 1.9703 6.5342
H 1.6633 -2.6176 1.9264
C -2.9826 -0.3526 -0.6291
H -1.3833 -3.4037 -5.8778
C -2.5669 -5.9986 -1.3430
C 0.5405 -3.1433 -4.9659
H 2.9068 -1.4115 1.7759
C 1.4595 2.4813 1.6609
H -4.5502 -1.5961 3.3414
S 0.2289 -0.6860 3.1880
C 3.3021 -1.8595 -1.0375
C -2.0185 4.1548 0.8680
H -4.0525 -2.0018 -1.5243
C 3.2997 1.1942 4.6911
H -2.7968 -6.9753 -1.7489
H -0.6734 0.4579 5.4440
H 5.2905 4.0795 -0.6532
H 3.6633 0.9290 2.5245
H 3.6626 2.0728 -0.2050
C -1.4653 -2.0366 -4.2265
C 0.6225 -1.6439 -3.0856
H 0.6771 2.2911 -1.9851
H 4.2853 0.2241 -3.0951
C -3.4968 -5.3509 -0.5385
H -2.7359 4.7931 0.3743
C -0.8237 -2.9109 -5.0933
C 2.4062 1.8761 5.4590
H -3.5540 2.9150 -1.2852
S -0.3991 4.1188 0.3397
C -1.3457 -5.4022 -1.6259
C 4.1574 2.2835 -3.6629
H -1.2482 -0.6982 -2.5764
C -1.5690 0.0269 5.0150
C -3.9028 -0.4710 5.0803
H 4.0960 -1.2154 -0.6539
S 1.2355 2.6747 4.5093
Sb 1.6718 -0.6184 -1.5755
H -5.5245 -0.5516 -2.8572
H 1.9276 -3.3707 -0.3686
O 1.4942 1.2552 0.8179
H 1.0417 -3.8158 -5.6502
C -3.7561 -1.1028 3.8798
C 3.0334 1.3335 3.3066
N -2.5522 -1.1653 3.2594
C -4.7729 -0.1104 -2.2157
H -0.9797 2.0453 3.2215
O -2.5995 -1.8936 2.1230
C 4.0491 5.2696 0.6437
H -3.1692 3.2811 2.4689
C -4.6285 1.2714 -2.1541
H -0.6231 -5.9094 -2.2518
C -1.9834 -3.5044 -0.3026
H 4.5246 6.2383 0.6349
C 3.5354 3.0567 0.2249
C 1.2662 -2.5083 -3.9667
H -5.2678 1.9079 -2.7522
S 2.6230 5.0357 1.5541
H -0.0966 -3.6918 -1.3391
H 3.4527 -3.4051 0.4750
C -3.9479 -0.9254 -1.4572
C 2.1082 -1.9196 1.2129
H -2.5248 -1.8390 -4.3351
H 4.1309 0.6351 5.0972
C -2.8344 1.0310 -0.5688
Re 0.6761 -0.3771 0.9864
H 3.7696 4.3446 -4.1030
H -3.9404 -3.5992 0.6104
C 4.4211 4.1399 -0.0140
C -3.2125 -4.0977 -0.0181
C 0.0527 3.0257 1.5905
H 5.1328 2.2855 -4.1317
H -2.0819 1.4929 0.0641
C 3.6739 1.1197 -3.0786
C 2.5001 3.3954 1.0426
H -4.8763 -0.4439 5.5473
Sb -1.6051 -1.5684 0.3670
C 2.1340 3.4379 -3.0523
H 1.5380 4.3416 -3.0380
C -1.0480 -4.1525 -1.1037
C -2.7789 0.1123 5.6643
C 2.4195 1.1221 -2.4779
C 1.9239 2.0882 3.0480
H -4.4450 -5.8226 -0.3166
C 1.6495 2.2802 -2.4648
H 3.6995 -2.4426 -1.8656
C -3.6650 1.8393 -1.3313
C -1.0305 2.7070 2.3682
C 3.3891 3.4392 -3.6481
H -2.8498 0.6187 6.6175
```

For the HOMO-LUMO gap (alpha / beta), the calculation gives 6.1593 / 6.0726 eV. The relative energy (zero: lowest compared OMol25 entry of this formula, charge and spin) is 0.0000 eV. The charge is +2. The value obtained for the largest force on an atom is 0.010 hartree/bohr. The highest occupied orbital energy (alpha / beta) is -12.7 / -12.7 eV. The multiplicity is 2. The value obtained for the molar mass is 1183.81 g mol⁻¹.

Results of the Mulliken charge analysis, in e, for atoms 1 through 8: C -1.194; H 0.348; C -0.796; C 0.582; C -0.236; H 0.548; H 0.750; C 0.150



Entry 2:
Below is a structure of composition C36H27BrCeI2N4O6 at a distorted geometry, with properties calculated with ωB97M-V/def2-TZVPD.

```
77
Properties=species:S:1:pos:R:3
C 1.6358 -3.5190 0.4403
C -4.1921 3.4800 -1.5103
H -2.4674 -3.2882 0.5726
C -3.1113 1.0092 3.9554
O 0.4581 1.4676 -1.6897
H 0.3472 -4.1066 2.0203
I 4.1407 -6.9850 -0.2925
C -1.5454 -2.7436 -1.2696
N 2.2334 1.4642 0.2565
C 3.7745 -4.1437 -1.2552
H 5.0835 1.6943 1.9624
C -3.0506 1.7598 5.1613
C 2.0763 -2.5523 -0.4938
H -3.9194 1.7733 5.8125
N -1.1771 -1.4892 -1.5106
C 0.6130 -3.1755 1.5028
I 3.8881 -1.4640 -2.6298
H 1.0816 -2.5123 2.2324
H -4.9855 4.1572 -1.8078
Ce 0.1263 0.1368 0.2832
C 3.1737 -2.8937 -1.3050
H -2.4028 -3.7213 -4.3895
C -5.4790 1.5151 -2.4915
H 6.4623 2.9890 0.6189
C -3.0846 3.9689 -0.8434
O 1.5975 -0.1939 2.2191
H -1.1150 -2.1138 1.8107
C -1.9886 0.9735 3.0868
H -3.2436 -1.0253 0.6637
C 3.7707 2.7665 -0.9977
C 2.7316 0.3845 2.3807
H -5.9943 0.7970 -1.8501
H -6.2005 2.2787 -2.7839
C 2.2321 -4.7718 0.4792
H -5.1400 0.3053 4.2546
N -2.1636 1.7715 -0.7401
H -2.9771 5.0162 -0.6033
C 4.6985 2.6158 0.0234
O 1.4776 -1.4054 -0.6000
C -3.2490 1.3198 -1.3668
C -0.7933 2.4292 4.6454
C -1.2054 -1.0259 -2.7696
C -1.9220 2.4459 5.5025
H 1.8708 -5.4988 1.1981
C -0.8397 1.7214 3.4797
H -1.6440 -1.3703 -4.8306
O 3.5100 0.2829 3.3187
C -2.1033 3.0575 -0.4878
C -4.2971 2.1239 -1.7863
H -3.2880 0.2479 -1.5318
C -4.2781 0.2842 3.5954
C -1.4567 -3.2573 0.1566
H -5.1885 -0.9849 2.1532
O 5.9137 3.2089 -0.1394
Br -0.5873 3.6870 0.4570
C -1.9852 0.2325 1.8529
H -1.1115 -4.2960 0.1087
C -2.0015 -3.5744 -2.2895
C 3.2882 -5.0888 -0.3645
H 4.6047 -4.3739 -1.9089
O 1.7030 2.8873 -2.9236
H -5.1728 0.9846 -3.3954
C 3.1358 1.2903 1.2183
C -4.2977 -0.4291 2.4327
C 2.5443 2.1574 -0.8409
C -3.1550 -0.4453 1.5873
H 0.1051 2.9710 4.9175
C 4.3875 1.8674 1.1501
H 3.9859 3.3170 -1.9020
C -2.0590 -3.0887 -3.5805
N -0.5897 -2.4836 1.0278
C -1.6465 -1.7870 -3.8328
H -0.8330 -0.0148 -2.9056
H -1.8864 3.0058 6.4302
H 0.0247 1.7313 2.8239
C 1.4884 2.1948 -1.9394
H -2.2883 -4.5945 -2.0621
```

For the HOMO-LUMO gap (alpha / beta), the calculation gives 6.8524 / 7.2835 eV. The relative energy (zero: lowest compared OMol25 entry of this formula, charge and spin) is 0.0000 eV. The charge is -1. The value obtained for the largest force on an atom is 0.023 hartree/bohr. The highest occupied orbital energy (alpha / beta) is -4.7 / -5.1 eV. The multiplicity is 2. The value obtained for the molar mass is 1085.46 g mol⁻¹.

Results of the Mulliken charge analysis, in e, for atoms 1 through 8: C 1.295; C -0.556; H 0.501; C 1.082; O -0.070; H 0.496; I 0.003; C 1.045



Entry 3:
Below is a cluster of 2 separate species, C10H13N2O2 in total at a distorted geometry, with properties calculated with ωB97M-V/def2-TZVPD.

```
27
Properties=species:S:1:pos:R:3
C -1.5372 -0.7600 0.8295
C -3.8411 -0.0955 -1.6045
H 0.3603 2.1483 2.9030
H 1.6699 -1.2706 2.8090
H 3.7091 -0.6463 -1.0229
O -1.7522 -0.8873 -1.5674
H -4.7475 0.2880 -1.8689
C 2.6162 -0.7143 2.7617
H -1.1209 1.1853 2.5680
H -3.8749 -0.4874 -4.2581
H -0.6920 -1.4125 0.8530
C 3.7311 0.3230 -0.6066
N 3.1731 -0.1109 1.7838
O -3.4148 0.0199 -0.3982
C 0.5254 0.9335 1.2457
H 3.3830 -0.7760 3.5647
H -2.1249 -1.0008 -4.4855
N 1.6318 0.9711 0.4590
H 4.7027 0.6367 -0.1702
H -2.0949 -0.6652 1.6813
C -2.1908 -0.5470 -0.3786
H 3.1909 1.0620 -1.2888
H 1.6177 1.2705 -0.4894
C -0.1228 1.4420 2.2928
C -2.7962 -0.6385 -2.4287
C -2.8352 -0.6293 -3.7890
C 2.8343 0.3611 0.6052
```

For the HOMO-LUMO gap (alpha / beta), the calculation gives 5.0192 / 6.4994 eV. The relative energy (zero: lowest compared OMol25 entry of this formula, charge and spin) is 7.2495 eV. The charge is +1. The value obtained for the largest force on an atom is 0.094 hartree/bohr. The highest occupied orbital energy (alpha / beta) is -10.0 / -10.9 eV. The value obtained for the molar mass is 193.23 g mol⁻¹.

Results of the Mulliken charge analysis, in e, for atoms 1 through 8: C -1.713; C -0.330; H 0.333; H 0.285; H 0.308; O -0.345; H 0.439; C -0.210



Entry 4:
Below is a cluster of 2 separate species, C4H5O3 in total at a distorted geometry, with properties calculated with ωB97M-V/def2-TZVPD.

```
12
Properties=species:S:1:pos:R:3
C 0.0516 0.7555 -0.2832
H 0.9567 1.2855 -0.2469
C 0.2517 -0.5055 -1.0693
C 0.2335 -0.3994 1.6270
O -0.4155 0.4893 1.0598
O 2.2947 -1.5619 1.6496
H 0.8621 -0.4410 -1.9578
H -0.8134 -0.9411 -1.1920
O 1.1836 -1.4136 -0.3330
H -0.7813 1.2361 -0.7373
C 1.2710 -1.1713 0.8795
H 2.0121 -1.4325 3.1083
```

For the HOMO-LUMO gap (alpha / beta), the calculation gives 7.9867 / 7.9858 eV. The relative energy (zero: lowest compared OMol25 entry of this formula, charge and spin) is 5.4001 eV. The charge is +1. The value obtained for the largest force on an atom is 0.102 hartree/bohr. The highest occupied orbital energy (alpha / beta) is -14.4 / -14.4 eV. The value obtained for the molar mass is 101.08 g mol⁻¹.

Results of the Mulliken charge analysis, in e, for atoms 1 through 8: C -0.549; H 0.392; C -0.307; C -0.585; O -0.050; O -0.551; H 0.345; H 0.322